(1)
The following is a quantum chemistry calculation of a structure of composition CH4KOSe2Te2, from OMol25.

Output
Molar mass = 484.3 g/mol
E_HOMO = -3.41 eV
ΔE to the lowest compared entry with this formula, charge and spin = 0.8 kcal per mole
DFT total energy = -164757.369 eV
Net charge = -1

Atoms and positions in Å:
C -1.12358 -1.81504 1.19541
Te 3.31761 1.94460 -1.41304
Se 2.56622 0.79450 -3.51983
Se -0.34267 2.17160 0.90872
H -1.21145 -0.00170 0.49241
Te 1.27651 3.53347 -0.46981
O -1.37331 -0.90512 0.14394
H -0.14943 -1.64117 1.66153
H -1.13578 -2.82032 0.77322
K 0.07098 0.49276 -1.74310
H -1.89511 -1.75357 1.97056

=====

(2)
The following is a quantum chemistry calculation of an isolated molecule of C5H7NO, from OMol25.

Output
Molar mass = 97.1 g/mol
E_HOMO (spin up / spin down) = -8.59 / -8.28 eV
ΔE to the lowest compared entry with this formula, charge and spin = 89.0 kcal per mole
DFT total energy = -8832.343 eV

Atoms and positions in Å:
H -0.07194 1.74220 -2.03645
H 0.78316 0.85372 2.00287
C 0.43157 0.96895 -0.08578
C 0.77962 1.71215 -1.34721
H -0.98700 -3.12786 1.16437
H -1.14248 -2.55353 -0.44860
H 1.08613 2.73536 -1.11767
H -1.00543 -0.31096 -0.97458
O -0.07207 -1.07435 2.11826
N -1.05993 -2.34404 0.53316
C 0.50809 1.52639 1.18088
H 1.60214 1.20139 -1.85987
C -0.47176 -1.17948 0.96567
C -0.38011 -0.14992 -0.09505

=====

(3)
The following is a quantum chemistry calculation of a cluster of 2 separate species, C2H10N2 in total in a non-equilibrium geometry, from OMol25.

Output
Molar mass = 62.1 g/mol
E_HOMO = -8.98 eV
Structure (SMILES) = CN.CN
ΔE to the lowest compared entry with this formula, charge and spin = 20.5 kcal per mole
DFT total energy = -5215.461 eV

Atoms and positions in Å:
H 1.23971 -3.28827 -2.42704
C -0.77948 1.91522 3.27149
C 0.64368 -1.31770 -2.88634
H -1.05641 0.69801 1.57894
H -1.81594 2.15067 1.53322
H -0.02071 -1.93254 -3.51656
H -0.27628 1.13551 3.86767
N 1.45525 -2.30343 -2.23651
H -0.01273 2.59259 2.85932
H 1.13370 -0.56265 -3.52382
N -1.54216 1.38801 2.16257
H 2.44150 -2.17419 -2.48807
H 0.03020 -0.79672 -2.13213
H -1.44031 2.49547 3.93724

=====

(4)
The following is a quantum chemistry calculation of a structure of composition C4HF8NS in a non-equilibrium geometry, from OMol25.

Output
Molar mass = 247.1 g/mol
E_HOMO = -9.21 eV
ΔE to the lowest compared entry with this formula, charge and spin = 0.0 kcal per mole
DFT total energy = -38226.089 eV

Atoms and positions in Å:
H 0.95597 0.14706 1.33156
C -2.24939 -0.12062 -1.73838
C -1.60607 -1.28440 -1.01042
F -0.80454 -0.34596 -3.62825
F -1.78674 1.58377 -3.31848
F -2.18443 -1.58728 0.12027
S 0.51021 -0.53537 -0.65592
C -1.16363 0.55946 -2.70075
F -2.41931 0.80920 -0.80551
C 0.08741 0.87597 -1.92717
F -3.35136 -0.53544 -2.40005
F -1.50599 -2.31543 -1.83130
N 0.51513 0.43924 0.51030
F 0.01667 2.09229 -1.32072
F 1.20541 0.84994 -2.71020

=====

(5)
The following is a quantum chemistry calculation of an isolated molecule of C2H5O3PS in a non-equilibrium geometry, from OMol25.

Output
Molar mass = 140.1 g/mol
E_HOMO (spin up / spin down) = -8.44 / -10.75 eV
2S+1 = 3
⟨S²⟩ = 2.01
ΔE to the lowest compared entry with this formula, charge and spin = 0.0 kcal per mole
DFT total energy = -28418.513 eV

Atoms and positions in Å:
C -0.83251 0.01585 0.43481
H 0.20063 -1.26110 -0.87928
H 2.69939 -0.11546 0.30905
O -3.74374 1.54201 0.09106
P 1.72497 0.73337 -0.41416
H -0.26696 -0.57008 1.16760
O 1.53295 2.05491 0.20106
S -3.48722 0.18362 -0.31762
O -2.07052 -0.53302 0.24138
H -0.74859 1.04995 0.69155
C 0.02370 -0.16104 -0.80469
H -0.33174 0.26101 -1.68778

=====

(6)
The following is a quantum chemistry calculation of a cluster of 2 separate species, C10H10FN in total in a non-equilibrium geometry, from OMol25.

Output
Molar mass = 163.2 g/mol
E_HOMO = -8.53 eV
Structure (SMILES) = C=C=C(F)c1ccccn1.C=C
ΔE to the lowest compared entry with this formula, charge and spin = 75.9 kcal per mole
DFT total energy = -14735.350 eV

Atoms and positions in Å:
C 1.99000 1.65961 0.64672
H -0.29477 -2.27562 0.09447
N 0.98697 0.90661 0.96302
H -0.48010 -0.36522 3.90885
C -1.18447 -2.02094 -1.73757
F -2.33112 0.13421 0.10576
H -2.06212 -2.13086 -2.41628
H -0.74305 1.27072 -1.98679
H -0.36351 -1.35274 -2.19041
C -1.06896 0.04478 0.68186
H -2.14184 -2.65723 0.01503
H -0.46952 -1.94022 3.24497
H 2.75596 1.59015 1.40743
C -0.68790 -0.91466 2.99307
C 1.29166 1.87975 -1.61682
C -0.02250 0.84491 0.10222
C -1.00460 -0.46219 1.86717
H 1.50017 2.21145 -2.64793
C 0.04627 1.34001 -1.23616
H 3.20610 2.57569 -1.04180
C 2.24427 2.11491 -0.65853
C -1.16694 -2.45313 -0.49830

=====

What did the third record say?
The following is a quantum chemistry calculation of a cluster of 2 separate species, C2H10N2 in total in a non-equilibrium geometry, from OMol25.

Output
Molar mass = 62.1 g/mol
E_HOMO = -8.98 eV
Structure (SMILES) = CN.CN
ΔE to the lowest compared entry with this formula, charge and spin = 20.5 kcal per mole
DFT total energy = -5215.461 eV

Atoms and positions in Å:
H 1.23971 -3.28827 -2.42704
C -0.77948 1.91522 3.27149
C 0.64368 -1.31770 -2.88634
H -1.05641 0.69801 1.57894
H -1.81594 2.15067 1.53322
H -0.02071 -1.93254 -3.51656
H -0.27628 1.13551 3.86767
N 1.45525 -2.30343 -2.23651
H -0.01273 2.59259 2.85932
H 1.13370 -0.56265 -3.52382
N -1.54216 1.38801 2.16257
H 2.44150 -2.17419 -2.48807
H 0.03020 -0.79672 -2.13213
H -1.44031 2.49547 3.93724

=====

Q: DFT total energy of number 5 (C2H5O3PS)?
A: -28418.513 eV

=====

Please write out number 3 again, unchanged.
The following is a quantum chemistry calculation of a cluster of 2 separate species, C2H10N2 in total in a non-equilibrium geometry, from OMol25.

Output
Molar mass = 62.1 g/mol
E_HOMO = -8.98 eV
Structure (SMILES) = CN.CN
ΔE to the lowest compared entry with this formula, charge and spin = 20.5 kcal per mole
DFT total energy = -5215.461 eV

Atoms and positions in Å:
H 1.23971 -3.28827 -2.42704
C -0.77948 1.91522 3.27149
C 0.64368 -1.31770 -2.88634
H -1.05641 0.69801 1.57894
H -1.81594 2.15067 1.53322
H -0.02071 -1.93254 -3.51656
H -0.27628 1.13551 3.86767
N 1.45525 -2.30343 -2.23651
H -0.01273 2.59259 2.85932
H 1.13370 -0.56265 -3.52382
N -1.54216 1.38801 2.16257
H 2.44150 -2.17419 -2.48807
H 0.03020 -0.79672 -2.13213
H -1.44031 2.49547 3.93724